{"formula": "C21H45ClO7P3", "method": "ωB97M-V with the def2-TZVPD basis set", "symbols": ["C", "H", "H", "C", "H", "H", "C", "C", "H", "H", "H", "C", "H", "C", "Cl", "O", "H", "H", "H", "P", "H", "P", "C", "H", "H", "H", "H", "H", "H", "O", "O", "H", "H", "C", "C", "O", "O", "C", "H", "H", "O", "H", "H", "H", "C", "C", "C", "C", "H", "O", "H", "H", "H", "C", "H", "C", "H", "H", "C", "H", "H", "H", "H", "H", "C", "H", "H", "H", "C", "H", "C", "C", "H", "H", "H", "P", "H"], "coordinates": [[-3.662, -3.805, -4.444], [5.555, -0.210, 3.408], [4.384, -0.129, 4.711], [-1.659, 4.525, -4.847], [-0.592, -0.986, 1.394], [1.544, 0.947, 4.361], [8.178, -0.883, 3.886], [1.412, 0.298, 1.670], [-4.321, -3.946, -5.303], [0.610, 0.603, 5.788], [3.623, -0.008, 1.647], [-2.429, -2.097, -5.680], [-2.863, -0.295, -0.061], [0.160, -1.253, -1.172], [-0.121, 3.242, 4.118], [-2.001, -0.978, -5.711], [-1.489, 5.309, -4.109], [1.578, -0.677, 5.144], [-2.695, 4.608, -5.176], [-0.530, -0.371, 3.911], [-4.303, -3.701, -3.571], [-0.593, 2.642, 2.142], [2.612, 0.206, 1.813], [-1.323, -3.459, -6.885], [4.724, 1.313, 3.746], [-0.336, 3.126, -3.906], [-2.001, -1.569, 5.757], [-1.010, 4.705, -5.705], [-2.100, -4.803, -3.358], [-2.148, 2.934, -3.069], [-3.922, 2.126, -2.070], [-3.507, 2.300, -5.287], [-1.429, 1.638, -0.165], [-2.406, -0.584, 5.950], [-1.977, 0.399, 4.825], [0.787, 3.173, 1.368], [-2.963, -2.567, -4.541], [-0.624, 0.908, -0.086], [-1.500, 2.353, -4.956], [-0.210, -2.094, -1.758], [6.818, -0.305, 5.858], [0.471, -1.638, -0.213], [0.269, 1.402, -0.453], [-1.688, 1.310, 5.330], [-0.961, -0.231, -1.049], [7.802, -1.055, 5.342], [6.255, 0.826, 5.179], [5.169, 0.429, 4.202], [-1.961, -0.258, 6.876], [8.328, -1.888, 6.028], [9.246, -1.063, 3.788], [-1.058, 0.226, -2.026], [-2.816, -1.020, -1.696], [-2.317, -3.015, -6.878], [-3.275, -5.897, -4.108], [0.982, 0.174, 4.861], [-2.784, 0.536, 4.125], [-2.442, -2.418, -7.777], [-3.405, 2.453, -3.097], [1.010, -0.848, -1.703], [-1.991, 0.422, 1.870], [-3.062, -3.807, -6.907], [7.639, -1.623, 3.297], [0.781, 4.132, 1.380], [-4.150, 2.395, -4.414], [7.044, 1.416, 4.707], [-3.482, -0.656, 6.048], [7.977, 0.107, 3.486], [-2.312, -0.915, -0.746], [-4.800, 1.525, -4.396], [-2.716, -4.971, -4.241], [-1.371, 3.166, -4.240], [5.831, 1.446, 5.966], [-2.163, -1.902, -0.335], [-4.760, 3.292, -4.512], [-0.520, 0.407, 1.760], [-2.041, -5.095, -5.089]], "homo_lumo_gap_ev": 5.0, "total_charge": -1}

---

{"formula": "C21H45F2N2O9PS", "method": "ωB97M-V with the def2-TZVPD basis set", "symbols": ["H", "H", "H", "H", "C", "H", "O", "C", "H", "H", "S", "F", "H", "H", "N", "H", "O", "H", "C", "H", "H", "C", "H", "C", "H", "N", "H", "H", "H", "H", "C", "H", "O", "C", "H", "H", "O", "H", "O", "H", "C", "C", "C", "O", "C", "H", "H", "H", "H", "H", "H", "P", "C", "H", "H", "H", "H", "H", "H", "H", "C", "H", "O", "C", "H", "C", "C", "H", "O", "C", "H", "O", "H", "F", "H", "C", "C", "C", "H", "C", "H"], "coordinates": [[2.386, 3.678, 3.573], [3.803, 3.702, 6.473], [2.655, -4.122, 2.494], [10.399, 3.188, 3.358], [-1.329, 0.681, -0.713], [-0.048, 4.303, -6.977], [-0.391, 0.112, 4.422], [-7.821, -4.395, -5.119], [1.156, 4.996, -4.063], [-0.636, -0.785, -3.797], [-0.014, -0.711, 3.241], [1.454, -0.162, 2.768], [2.146, -2.725, 5.302], [-2.441, -4.695, 5.012], [-1.566, -4.174, 5.055], [7.096, 1.791, 4.672], [-2.408, -3.248, 2.566], [-0.458, 1.336, -0.628], [-1.072, -0.379, -1.751], [0.980, 2.883, -7.240], [-8.562, -4.922, -5.723], [0.288, 4.340, -4.150], [-6.419, -0.558, -2.652], [9.546, 2.511, 3.415], [5.413, 3.273, 5.867], [0.020, -2.330, 3.769], [2.844, -1.911, 3.813], [9.825, 1.557, 2.966], [8.211, 0.395, 4.770], [0.815, -2.810, 1.767], [9.164, 2.309, 4.858], [-1.661, 0.639, -3.535], [-1.082, -1.560, -1.462], [-5.405, 1.465, -4.373], [-7.324, -3.903, -7.878], [3.719, -3.312, 4.590], [0.539, 2.105, -4.908], [-5.297, 0.898, -5.300], [9.772, 2.857, 5.752], [0.086, 0.709, -3.179], [7.999, 1.399, 5.143], [0.671, -3.251, 2.779], [3.802, 2.524, 4.686], [-1.041, -0.509, 2.196], [-6.635, -3.419, -7.183], [-1.467, -3.755, 5.983], [-1.505, 0.207, 0.251], [-6.326, -2.463, -7.605], [-4.893, 2.421, -4.485], [-8.290, -4.078, -4.188], [-5.255, -1.312, -3.782], [-1.725, -2.751, 4.023], [-5.365, -0.654, -2.918], [8.711, 2.952, 2.867], [-6.460, 1.653, -4.170], [4.474, 4.526, 5.034], [-4.827, -1.089, -2.075], [7.838, 1.346, 6.219], [-5.750, -4.041, -7.039], [-0.596, 4.921, -4.420], [0.812, 3.748, -6.599], [-2.942, -2.535, 2.193], [4.414, 1.517, 4.395], [0.546, 3.283, -5.191], [-0.011, -4.136, 2.658], [-4.791, 0.701, -3.231], [2.716, -2.873, 4.359], [2.101, 1.930, 3.553], [-7.459, -2.068, -5.414], [2.011, -3.866, 3.372], [1.703, 4.378, -6.620], [-3.869, 1.158, -2.588], [-6.988, -5.060, -4.884], [1.702, -5.053, 4.057], [0.112, 3.862, -3.186], [4.408, 3.580, 5.574], [-0.803, 0.083, -3.157], [2.408, 2.767, 4.175], [1.714, 2.853, 5.013], [-7.319, -3.185, -5.862], [-2.210, 1.260, -0.987]], "homo_lumo_gap_ev": 8.8, "total_charge": 0}

---

{"formula": "C21H45F4N2O7OsP2Si4", "method": "ωB97M-V with the def2-TZVPD basis set", "symbols": ["O", "H", "Si", "H", "H", "H", "H", "C", "H", "C", "H", "P", "H", "Os", "O", "H", "N", "C", "H", "F", "Si", "F", "F", "C", "O", "H", "P", "Si", "C", "H", "C", "H", "F", "H", "H", "H", "H", "Si", "H", "H", "C", "H", "H", "H", "C", "C", "H", "H", "H", "H", "C", "H", "H", "H", "C", "C", "N", "H", "C", "C", "H", "C", "C", "H", "O", "H", "H", "O", "H", "C", "H", "O", "C", "H", "H", "H", "O", "H", "H", "H", "H", "C", "H", "H", "C", "C"], "coordinates": [[3.455, -2.273, -1.610], [-3.608, 0.887, 4.629], [-1.211, 0.837, 3.763], [-2.412, 1.509, 5.753], [5.394, -2.483, 0.493], [-4.065, -2.374, -0.604], [-4.316, -2.502, 3.051], [-0.996, -2.917, -2.898], [-0.152, 3.899, -1.543], [0.138, 2.094, 4.176], [-2.402, 4.143, 2.332], [2.695, -0.569, 2.193], [-0.159, 3.108, 3.898], [0.391, 0.411, -0.011], [2.056, -1.773, 2.957], [4.192, 0.805, 2.891], [0.657, 2.463, -0.204], [-2.706, 1.491, 4.698], [-2.074, -3.630, 0.988], [-1.320, -4.073, -2.321], [-1.620, 0.673, 1.436], [-1.025, -1.942, -0.787], [0.010, 0.636, -4.644], [3.775, -1.135, 0.853], [1.392, -2.075, -0.056], [3.176, -3.196, -1.645], [2.630, -1.406, -0.566], [-3.291, 2.270, 0.886], [-0.507, -1.612, -4.797], [0.576, 1.974, -2.913], [-0.332, 1.881, -2.319], [-0.484, 3.082, 1.466], [-0.327, -1.486, -6.111], [-0.024, -1.388, 3.926], [-0.313, -0.630, 5.501], [-4.742, 1.803, 2.903], [-0.960, -3.707, -4.895], [-2.946, -1.336, 1.388], [-3.008, 1.637, -1.561], [-1.181, 2.021, -2.988], [-3.870, -1.351, -0.272], [-1.818, -3.133, 2.661], [4.860, 0.117, -0.239], [1.265, 2.979, 1.743], [-0.738, -0.815, 4.511], [-3.713, 2.212, -0.958], [2.120, 3.836, -0.871], [0.288, 2.090, 5.259], [5.058, -2.262, 2.209], [-3.750, 4.642, 1.318], [-1.768, -2.795, 1.624], [-2.950, 2.517, 4.413], [2.624, -2.530, 3.150], [-3.346, -0.828, -1.071], [-0.349, 2.880, -1.202], [-4.276, -1.460, 2.721], [-0.348, 0.537, -1.709], [-4.105, -0.851, 3.606], [-4.862, 1.872, 1.824], [-0.832, -1.805, -2.095], [-1.628, -1.436, 4.648], [-0.340, -0.488, -4.008], [-0.502, -0.549, -2.614], [-5.323, 0.952, 1.465], [1.638, 0.377, 1.691], [-1.314, 2.850, -0.700], [-5.258, -1.204, 2.323], [4.615, 0.018, 0.689], [2.746, 2.437, 0.045], [2.033, 2.759, -0.708], [0.593, 4.326, 0.783], [2.389, -0.012, -1.106], [0.495, 3.268, 1.033], [-2.144, 4.516, 0.620], [3.990, -3.274, 1.201], [-5.562, 2.689, 1.616], [3.633, 0.104, 3.258], [-4.692, 1.745, -1.089], [2.231, 2.216, -1.624], [-0.728, -2.567, 1.386], [-3.775, 3.221, -1.375], [-2.830, 4.050, 1.331], [-4.839, -0.865, -0.137], [1.097, 1.862, 3.709], [-0.836, -2.839, -4.263], [4.596, -2.366, 1.225]], "homo_lumo_gap_ev": 6.0, "total_charge": 1}

---

{"formula": "C21H45LaN2P3SSe", "method": "ωB97M-V with the def2-TZVPD basis set", "symbols": ["C", "H", "C", "H", "H", "H", "H", "C", "H", "C", "C", "H", "H", "H", "H", "C", "C", "C", "H", "H", "C", "C", "P", "C", "H", "C", "C", "H", "H", "C", "H", "H", "H", "C", "P", "H", "H", "H", "H", "H", "N", "C", "H", "P", "C", "H", "H", "H", "H", "H", "H", "S", "H", "H", "C", "H", "H", "H", "La", "H", "H", "N", "C", "H", "Se", "H", "H", "H", "C", "C", "H", "H", "H", "H"], "coordinates": [[-2.359, 3.727, 0.145], [1.913, 5.081, -6.633], [-1.060, -0.142, 3.424], [-3.880, -0.550, 0.963], [-3.703, -0.222, 2.710], [-1.930, 3.744, 1.154], [0.494, 3.708, -2.805], [2.458, 0.931, 5.806], [-0.613, -4.485, -1.573], [0.076, -4.606, -0.719], [-1.627, 4.151, -0.905], [2.965, -4.147, 0.644], [-0.920, 0.948, 3.425], [1.597, 2.885, 5.424], [3.009, -1.106, 3.183], [1.781, 4.275, -5.908], [2.247, -3.130, -2.053], [-3.178, -2.361, -1.249], [1.698, 1.390, -1.490], [-3.837, -2.512, -2.115], [1.414, 2.196, -4.046], [-1.663, -1.343, -3.388], [-1.547, -0.698, 1.743], [2.482, -0.443, 5.175], [-1.045, -0.542, -3.819], [1.166, 4.539, -4.674], [2.211, 2.978, -6.215], [1.589, 2.628, 3.041], [-1.113, -2.289, -3.469], [-3.261, -0.048, 1.719], [0.659, -5.531, -0.844], [1.673, -3.555, 1.733], [-3.383, 3.343, 0.045], [-3.249, 0.381, -1.840], [1.121, -3.117, -0.608], [-3.791, -2.131, -0.370], [-1.977, 4.102, -1.940], [-2.455, -2.557, 2.983], [-0.616, 4.552, -0.727], [1.645, -3.033, -2.968], [2.589, -0.344, 3.712], [2.250, -3.335, 0.822], [3.328, -1.040, 5.532], [-2.026, -0.980, -1.626], [1.518, 1.855, 5.068], [3.466, 1.351, 5.771], [-2.615, -1.409, -3.931], [2.513, 0.973, -5.460], [-0.881, -2.994, 2.251], [0.837, 5.557, -4.439], [0.481, 1.519, 5.196], [2.692, 0.829, 1.301], [1.558, -0.986, 5.414], [-3.974, 0.370, -1.019], [0.973, 3.494, -3.759], [2.817, -2.407, 1.015], [2.915, -2.255, -2.015], [-2.367, -2.964, 1.243], [0.647, -0.252, -0.226], [-2.611, -3.280, -1.057], [-3.785, 0.246, -2.791], [1.857, 1.852, 3.641], [2.332, 0.771, 2.998], [-3.227, 1.033, 1.523], [1.086, 0.688, -2.761], [-2.737, 1.353, -1.833], [2.165, 0.852, 6.855], [-0.540, -4.673, 0.194], [-1.839, -2.483, 2.078], [2.083, 1.955, -5.262], [-0.136, -0.639, 3.755], [2.657, 2.770, -7.194], [2.846, -4.048, -2.088], [-1.863, -0.392, 4.131]], "homo_lumo_gap_ev": 7.1, "total_charge": 3}

---

{"formula": "C21H45N2O5P", "method": "ωB97M-V with the def2-TZVPD basis set", "symbols": ["O", "H", "H", "H", "H", "H", "C", "C", "H", "H", "O", "H", "H", "H", "C", "O", "H", "H", "C", "H", "H", "H", "P", "H", "C", "H", "H", "H", "C", "H", "H", "H", "H", "H", "H", "O", "N", "H", "C", "H", "C", "C", "H", "C", "C", "C", "C", "C", "H", "C", "C", "H", "H", "H", "H", "H", "C", "H", "O", "C", "H", "H", "H", "N", "H", "H", "H", "H", "C", "H", "H", "H", "C", "C"], "coordinates": [[3.679, 1.294, -1.420], [-1.482, 1.882, -1.131], [-2.664, 1.682, -2.396], [-0.951, -4.544, 0.134], [-0.609, -1.101, -0.288], [-2.707, 0.297, -0.103], [-2.548, 0.393, 3.334], [-1.663, 1.400, -2.079], [0.603, -2.490, -3.829], [1.889, 3.205, 2.820], [-0.578, -4.790, -0.728], [-0.973, 1.739, -2.837], [-2.225, -1.672, -5.606], [-2.788, -1.405, -0.531], [0.692, -2.867, -1.456], [1.465, 1.606, -2.544], [0.280, 0.617, 1.557], [-0.443, 2.320, 2.770], [-1.257, -1.942, -5.204], [-0.838, -3.952, -2.559], [1.044, -2.907, -0.428], [0.154, 1.013, -4.395], [2.553, 0.651, -2.387], [0.163, 0.343, -0.875], [-0.830, -0.933, -4.129], [-2.927, 0.888, 5.381], [3.271, 0.737, 1.957], [1.792, -0.367, 4.033], [0.978, 0.180, 3.558], [-0.537, -1.881, -6.012], [2.169, -0.821, -0.540], [1.299, -0.942, -4.034], [0.036, -0.255, 3.865], [3.648, 1.090, -4.146], [1.638, 2.728, 5.727], [3.329, 0.270, -3.727], [1.095, 1.615, 4.021], [2.833, -1.661, -1.912], [2.310, 1.250, 1.915], [-1.438, 0.038, 5.167], [-2.062, 0.816, 4.721], [-1.344, 2.169, 4.753], [1.417, -3.414, -2.053], [1.536, 1.684, 5.443], [-1.652, -0.117, -1.894], [-0.631, -3.609, -1.557], [-0.603, 0.403, -4.865], [2.111, -0.905, -1.619], [4.488, 1.511, -1.908], [-0.341, -0.562, -1.190], [0.501, -1.458, -3.523], [-1.529, 0.969, -4.814], [0.802, 1.184, 6.068], [-1.429, -2.978, -1.186], [-1.248, -2.956, -4.837], [2.493, 1.177, 5.529], [2.185, 2.201, 3.107], [0.143, 3.457, 3.967], [-2.708, -1.840, -3.066], [-2.812, -0.401, -0.929], [2.271, 1.774, 0.962], [-1.774, 0.478, 2.569], [1.419, -0.719, 1.630], [-1.929, -0.825, -3.155], [-3.390, 1.008, 3.016], [-3.762, -0.187, -1.393], [-2.076, 2.939, 4.497], [-2.878, -0.646, 3.342], [-0.167, 2.423, 3.818], [-0.414, 0.237, -5.913], [-1.051, 2.392, 5.781], [3.107, 2.257, 3.678], [0.688, -1.423, -1.985], [1.175, 0.250, 2.061]], "homo_lumo_gap_ev": [7.5, 8.8], "s_squared": 0.754, "total_charge": 1, "multiplicity": 2}

---

{"formula": "C21H45N2OP3PdS", "method": "ωB97M-V with the def2-TZVPD basis set", "symbols": ["C", "C", "C", "S", "H", "H", "H", "H", "H", "H", "H", "H", "C", "C", "H", "C", "C", "C", "C", "C", "C", "P", "H", "C", "O", "H", "C", "P", "C", "P", "C", "H", "H", "C", "H", "H", "H", "C", "H", "N", "H", "H", "H", "H", "N", "H", "C", "H", "H", "H", "H", "H", "H", "H", "H", "C", "H", "H", "H", "H", "H", "H", "H", "C", "Pd", "H", "H", "H", "H", "H", "C", "H", "H", "H"], "coordinates": [[-1.040, 1.732, 2.802], [-3.192, -1.402, 1.375], [0.857, 2.709, -3.396], [-1.113, 1.481, 1.109], [-1.120, -3.394, 2.685], [-2.429, 0.638, -3.785], [-0.143, 1.223, 5.859], [1.693, -2.535, -4.016], [0.687, 2.210, -1.291], [0.384, 4.233, -7.292], [3.138, -2.940, 2.693], [3.962, -1.525, -2.563], [-1.697, 3.946, -7.007], [1.212, -1.692, -3.491], [3.912, -1.542, -0.754], [2.052, -2.950, 2.524], [1.623, -3.325, -1.104], [-0.531, 4.567, -6.793], [-1.500, 1.199, -3.722], [0.284, 2.520, -4.661], [0.900, -0.832, 4.014], [-1.668, -2.108, 0.706], [0.684, -3.490, -0.563], [3.454, -1.140, -1.668], [-0.947, 0.172, -1.669], [0.737, 3.010, -5.527], [-0.753, 1.133, -2.495], [1.481, -1.224, 2.327], [0.298, 2.085, -2.298], [1.749, -1.667, -1.775], [-1.402, -3.630, 1.653], [-1.406, 1.777, -5.783], [3.502, -0.042, -1.645], [-2.108, 1.599, 5.053], [0.121, -1.795, -3.515], [0.704, 2.657, 2.659], [1.739, 3.342, -3.287], [-0.914, 1.809, -4.804], [2.821, 0.791, 2.363], [-2.093, 1.481, 3.586], [-2.895, 1.073, 3.112], [1.472, -0.740, -3.957], [-3.356, -0.404, 0.953], [0.963, 3.225, 4.972], [0.078, 2.267, 3.360], [-1.765, 3.092, -7.688], [-0.779, 2.081, 5.600], [2.463, -3.516, -0.429], [-4.016, -2.070, 1.095], [1.580, -1.315, 4.730], [0.946, -0.698, -1.095], [-0.962, 2.633, 6.527], [-2.146, -1.717, -1.604], [3.546, -0.454, 1.296], [-2.912, 2.299, 5.321], [3.040, -0.280, 2.256], [-2.635, 4.328, -6.599], [1.836, -3.552, 1.635], [-0.583, 3.941, 4.504], [-1.381, -3.316, -1.389], [1.673, -4.041, -1.935], [-2.342, -4.195, 1.656], [-0.118, -1.216, 4.166], [-0.048, 2.987, 4.631], [0.038, -0.558, 0.677], [-0.454, 5.471, -6.185], [3.687, -0.608, 3.082], [1.563, -3.404, 3.397], [-3.096, -3.091, -0.933], [-2.372, 0.626, 5.486], [-2.111, -2.614, -0.975], [-0.618, -4.246, 1.199], [0.903, 0.257, 4.162], [-3.135, -1.324, 2.466]], "homo_lumo_gap_ev": [7.1, 4.1], "s_squared": 6.054, "total_charge": 4, "multiplicity": 5}

---

no.,molecular weight (g/mol),DFT total energy (eV)
1,537.96,-77225.795
2,570.63,-69472.281
3,878.11,-103246.948
4,668.46,-130371.321
5,436.57,-45008.075
6,573.01,-69675.290